(1)
Computed, not measured: C23H29FN4O2S as an isolated structure in a non-equilibrium geometry, with the ωB97M-V functional and the def2-TZVPD basis.

Computed properties:
Multiplicity = 1
HOMO level = -8.9 eV
LUMO = -0.0387 hartree

```
60
Properties=species:S:1:pos:R:3:forces:R:3:mulliken_charge:R:1
C -0.7271 2.9323 5.0948 -0.522 -0.325 -1.163 -1.002
C -1.2769 2.8758 3.5924 0.200 0.510 1.320 -0.146
O -0.3785 2.0153 2.8768 -1.467 -0.406 -0.312 -0.233
C -1.0137 1.5434 1.6889 -0.018 0.127 -1.709 -0.581
C -0.2633 0.3539 1.0067 2.122 -0.034 -0.003 0.368
C 1.1621 0.4178 0.8086 -2.778 -2.007 -0.529 0.264
F 1.8436 1.5467 1.2272 -0.675 -1.885 -0.714 -0.389
C 1.8820 -0.7394 0.1270 0.044 -0.527 0.303 0.602
C 3.4270 -0.5376 -0.0755 -0.823 0.339 -0.282 -1.184
C 3.6278 0.7202 -1.0433 0.389 -0.312 0.076 -0.040
C 2.5122 0.8636 -2.1386 -0.029 -0.924 -0.468 -0.450
N 2.8572 1.8104 -3.2307 0.156 0.158 0.871 -0.449
C 3.1915 3.1586 -2.7254 -0.597 1.000 -0.188 -1.104
C 2.1203 3.7891 -1.7639 -1.510 1.217 2.229 0.725
C 0.6973 4.0068 -2.1282 0.488 0.727 1.934 -0.252
C -0.2751 4.6380 -1.2101 1.565 -0.100 0.790 -0.443
C 0.1084 5.0994 0.1360 2.475 -1.573 -1.848 -0.590
C 1.5133 4.8538 0.5338 -1.527 -0.148 -1.780 -0.270
C 2.4792 4.2194 -0.3845 -1.980 0.577 -0.206 -0.049
O 3.7886 4.0456 0.1417 -1.472 -0.705 -0.392 -0.599
C 1.2357 -1.9348 -0.3497 -0.459 2.486 1.343 -0.675
C -0.2492 -2.0489 -0.1696 1.400 0.712 -0.078 0.578
N -1.0151 -3.1205 -0.5994 -0.434 3.984 2.036 -0.633
S -2.5455 -2.6019 -0.1450 0.563 0.507 0.198 0.131
N -2.3277 -1.1095 0.5616 2.685 -1.172 -0.906 -0.628
C -0.9648 -0.8642 0.5054 -0.313 -1.557 -0.673 0.591
H 0.3288 2.5572 5.0845 -0.920 0.510 0.061 0.265
H -1.3557 2.2054 5.6767 0.746 0.923 -0.194 0.287
H -0.7824 3.9791 5.4872 0.013 -1.070 -0.111 0.298
H -1.3378 3.9063 3.1296 0.301 -0.995 0.288 0.142
H -2.3392 2.4862 3.6158 1.127 0.127 -0.229 0.309
H -2.0962 1.2691 1.8314 1.044 0.072 0.160 0.411
H -1.0063 2.3910 0.9276 -0.071 -0.824 0.706 0.041
H 3.9073 -1.4741 -0.4827 -0.723 0.987 0.219 0.330
H 3.9500 -0.3269 0.8990 -0.676 -0.159 -0.854 0.315
H 4.6359 0.5658 -1.5358 -1.140 0.465 0.353 0.470
H 3.6751 1.6377 -0.4053 0.044 -0.807 -0.732 -0.300
H 1.4963 1.1481 -1.7488 0.983 -0.363 0.270 0.335
H 2.3951 -0.1598 -2.6139 0.035 1.085 0.432 0.304
H 2.0256 1.8911 -3.8198 0.387 -0.039 0.125 0.321
H 3.2390 3.8345 -3.6332 0.141 -0.705 1.004 0.479
H 4.1963 3.1776 -2.2204 -1.091 -0.121 -0.493 0.365
H 0.3095 3.7018 -3.1329 0.558 0.273 0.986 0.290
H -1.3446 4.7844 -1.5181 1.295 -0.242 0.104 0.345
H -0.5971 5.6101 0.8420 0.747 -0.656 -0.922 0.418
H 1.7895 5.1886 1.5682 0.144 -0.534 -1.257 0.323
H 3.6657 3.3233 0.7926 0.374 0.614 -0.282 0.361
H 1.8630 -2.7205 -0.8363 -0.831 0.764 0.514 0.328
C -4.9589 -6.1576 -0.4057 -0.023 0.042 0.046 -1.165
C -3.5070 -6.6240 -0.4005 -0.208 0.232 0.161 -0.043
C -3.1891 -7.5947 -1.5407 -0.337 -0.379 0.333 -0.408
C -4.0355 -8.8133 -1.4251 0.317 0.159 -0.275 0.199
N -4.6898 -9.7556 -1.3356 0.184 0.326 0.026 -0.420
H -5.6495 -6.9908 -0.2590 0.050 0.009 -0.067 0.437
H -5.1321 -5.4466 0.4048 0.007 -0.003 -0.069 0.306
H -5.2092 -5.6651 -1.3493 -0.017 -0.025 0.049 0.292
H -3.2907 -7.0982 0.5607 0.090 -0.016 -0.104 0.276
H -2.8531 -5.7517 -0.4828 0.089 -0.130 -0.048 -0.028
H -2.1383 -7.8882 -1.5026 -0.087 -0.091 -0.073 0.297
H -3.3739 -7.1233 -2.5085 -0.037 -0.099 0.023 0.277
```
Forces are in eV/Å.


(2)
Computed, not measured: C23H29IrN4 as an isolated structure in a non-equilibrium geometry, with the ωB97M-V functional and the def2-TZVPD basis.

Computed properties:
Multiplicity = 2
Charge = +1
HOMO level (alpha / beta) = -10.1 / -10.3 eV
LUMO (alpha / beta) = -0.1834 / -0.1719 hartree

```
57
Properties=species:S:1:pos:R:3:forces:R:3:mulliken_charge:R:1
Ir -0.6772 0.9484 -0.3148 4.022 -2.890 0.788 1.732
C -3.2340 -1.6760 1.3329 0.053 0.246 0.185 -1.321
C -3.3661 -0.7489 0.1170 0.119 -0.299 -0.205 -0.054
C -2.8213 -1.3025 -1.2056 -0.551 0.076 0.088 -1.064
N -1.5080 -0.7862 -1.4952 0.241 2.155 1.694 -0.337
C -0.7740 -1.2678 -2.4717 0.567 -0.478 -0.797 0.913
C -1.2539 -2.2896 -3.3396 -0.077 0.581 0.565 -0.608
C -0.6227 -3.0163 -4.3217 0.551 -0.065 -0.123 -0.627
C 0.7199 -3.0444 -4.6767 0.193 0.141 0.110 -0.466
C 1.7453 -2.2611 -4.1461 -0.568 -0.715 -0.545 -0.603
C 1.6548 -1.1986 -3.2893 -0.548 0.817 0.814 -0.402
C 0.5325 -0.6080 -2.6334 0.156 -1.233 -1.075 0.603
N 0.6296 0.5757 -2.0757 -1.478 1.201 2.023 -0.365
C 1.7866 1.4070 -2.2760 0.332 0.407 0.148 -0.917
C 1.5710 2.7898 -1.6626 0.209 -0.327 0.181 -1.341
C 1.8847 2.8198 -0.1626 -0.203 0.657 -0.366 -1.037
N 1.2267 1.7476 0.5259 -2.049 -0.658 -1.030 0.135
C 1.4759 1.4320 1.7825 -0.173 0.118 0.914 0.600
C 2.2315 2.3058 2.6090 -0.251 -0.151 -0.598 -0.411
C 2.6905 2.1883 3.8979 0.146 -0.565 0.349 -0.665
C 2.5400 1.1299 4.7917 -0.012 0.038 -0.048 -0.606
C 1.7639 -0.0047 4.6092 0.423 0.413 0.099 -0.755
C 0.9978 -0.3835 3.5278 -0.352 0.017 -0.790 -0.601
C 0.8285 0.1880 2.2415 0.416 0.704 0.978 1.105
N 0.0457 -0.3771 1.3404 -1.093 1.553 -2.563 -0.521
C -0.6661 -1.6107 1.5410 -0.793 -0.164 0.047 -1.344
C -2.0319 -1.3738 2.2269 -0.022 -0.325 -0.094 -0.230
H -3.1876 -2.7161 1.0017 -0.082 -0.035 0.027 0.443
H -4.1319 -1.5716 1.9450 0.004 -0.112 -0.019 0.405
H -2.8279 0.1948 0.3084 -0.418 -0.007 0.082 -0.400
H -4.4143 -0.4992 -0.0295 -0.047 0.093 0.020 0.553
H -3.4941 -1.0017 -2.0201 0.022 -0.143 0.032 0.564
H -2.8046 -2.3977 -1.1758 -0.034 0.036 0.001 0.548
H -2.3015 -2.5273 -3.2203 -0.026 0.074 0.009 0.364
H -1.2598 -3.7051 -4.8611 -0.050 -0.030 -0.015 0.342
H 1.0019 -3.7621 -5.4325 0.039 -0.067 -0.047 0.350
H 2.7427 -2.4953 -4.4969 0.035 0.015 -0.001 0.362
H 2.5949 -0.7195 -3.0530 0.004 0.050 -0.093 0.307
H 1.9751 1.5063 -3.3530 -0.018 -0.097 0.137 0.675
H 2.6703 0.9516 -1.8105 0.066 0.041 -0.086 0.421
H 0.5323 3.0889 -1.8372 0.061 0.105 -0.044 0.266
H 2.2231 3.5067 -2.1617 -0.082 0.079 0.019 0.487
H 1.5549 3.7939 0.2213 0.148 0.068 0.070 0.478
H 2.9710 2.7485 -0.0215 -0.118 -0.051 0.071 0.604
H 2.4753 3.2449 2.1340 0.075 0.021 -0.056 0.341
H 3.2680 3.0305 4.2604 -0.016 0.019 0.001 0.364
H 3.0550 1.2168 5.7383 -0.045 0.045 0.060 0.340
H 1.7272 -0.6849 5.4518 -0.016 -0.010 0.009 0.354
H 0.4150 -1.2779 3.6955 0.037 -0.045 -0.026 0.225
H -0.0733 -2.3323 2.1138 0.134 0.237 -0.145 0.644
H -0.8174 -2.0502 0.5526 0.048 -0.031 0.117 0.454
H -2.0806 -0.3320 2.5508 0.014 0.020 0.074 0.326
H -2.1075 -1.9896 3.1230 0.014 0.002 0.083 0.464
C -1.6388 2.5981 0.8145 0.624 -0.918 -0.503 -1.141
H -0.9105 3.3002 1.2114 0.229 -0.108 -0.120 0.303
H -2.1609 2.1555 1.6644 0.059 -0.277 -0.070 0.350
H -2.3659 3.1425 0.2136 0.079 -0.223 -0.338 0.393
```
Forces are in eV/Å.


(3)
Computed, not measured: one molecule with the formula C23H29N3O2, with the ωB97M-V functional and the def2-TZVPD basis.

Computed properties:
Multiplicity = 1
SMILES = CCN(CCNC(=O)[C@H]1CCC(=O)N1Cc1ccc(C)cc1)c1ccccc1
HOMO level = -7.5 eV
LUMO = 0.0234 hartree

```
57
Properties=species:S:1:pos:R:3:forces:R:3:mulliken_charge:R:1
C 2.7607 2.0034 2.4336 -0.102 -0.286 -0.056 -1.363
H 2.3507 2.8814 1.9394 -0.036 0.108 -0.036 0.294
H 2.5487 2.0737 3.4977 -0.005 0.075 0.149 0.443
H 3.8376 2.0070 2.2893 0.120 0.029 0.001 0.377
C 2.1445 0.7265 1.8552 0.196 0.263 0.269 0.177
N 2.3979 0.5747 0.4419 -0.194 0.027 0.066 0.559
C 3.4773 -0.1407 -0.0314 0.097 -0.002 -0.055 1.359
C 3.5672 -0.5306 -1.3742 -0.123 0.088 -0.078 -0.446
C 4.6630 -1.2280 -1.8430 0.091 -0.035 -0.004 -0.819
C 5.7033 -1.5719 -0.9983 0.126 -0.088 -0.078 -0.498
C 5.6272 -1.1986 0.3318 0.020 -0.036 -0.042 -0.795
C 4.5415 -0.4923 0.8094 -0.027 -0.020 0.176 -0.469
H 4.5371 -0.2077 1.8491 -0.040 0.066 0.096 0.288
H 6.4287 -1.4529 1.0109 0.048 -0.007 0.056 0.366
H 6.5555 -2.1207 -1.3686 0.066 -0.045 -0.031 0.381
H 4.6971 -1.5131 -2.8849 -0.012 -0.019 -0.072 0.360
H 2.7733 -0.3042 -2.0676 -0.102 0.025 -0.037 0.273
C 1.4200 1.1370 -0.4506 -0.230 -0.368 -0.276 -1.691
H 0.9816 2.0200 0.0257 0.056 0.041 -0.055 0.329
C 0.2861 0.1618 -0.8240 0.331 0.185 -0.128 -0.324
N -0.6736 0.0158 0.2456 0.154 0.370 0.026 0.434
C -1.0042 -1.1820 0.7668 -0.370 0.132 0.301 -0.248
O -0.4606 -2.2238 0.4728 0.138 -0.404 0.003 -0.699
C -2.0903 -1.1284 1.8571 0.184 -0.348 -0.102 0.280
N -3.1073 -0.1349 1.6187 -0.057 -0.426 -0.021 0.053
C -2.9858 0.9865 2.3635 0.171 0.210 0.410 0.588
O -3.6836 1.9710 2.2659 -0.175 0.319 -0.028 -0.669
C -1.8138 0.7869 3.3152 -0.009 -0.013 0.081 -0.375
H -2.0958 1.0909 4.3218 -0.017 0.069 -0.059 0.472
C -1.4780 -0.6999 3.2061 0.039 0.028 0.032 -1.021
H -0.4082 -0.9003 3.2387 -0.014 -0.055 0.016 0.346
H -1.9519 -1.2543 4.0161 0.013 -0.012 -0.046 0.416
H -0.9889 1.4280 2.9975 -0.025 0.043 -0.018 0.062
C -4.1443 -0.3258 0.6261 -0.096 0.161 -0.067 -1.854
C -3.5928 -0.2308 -0.7723 -0.182 -0.065 -0.083 0.866
C -3.2444 -1.3698 -1.4857 -0.134 0.122 0.060 -0.404
C -2.6796 -1.2629 -2.7423 0.051 0.101 -0.058 -0.579
C -2.4479 -0.0184 -3.3172 -0.009 -0.044 0.022 1.016
C -2.8005 1.1187 -2.6008 0.013 -0.026 -0.002 -0.761
C -3.3641 1.0153 -1.3419 -0.087 -0.053 0.030 -0.391
H -3.6309 1.9067 -0.7917 -0.049 0.117 0.084 0.454
H -2.6315 2.0957 -3.0316 0.023 0.092 -0.059 0.341
C -1.8367 0.0824 -4.6814 -0.053 -0.026 -0.025 -1.678
H -1.5217 1.1009 -4.8953 0.043 0.041 -0.058 0.356
H -2.5612 -0.2174 -5.4385 0.015 0.005 -0.108 0.405
H -0.9764 -0.5792 -4.7654 0.075 -0.010 -0.064 0.359
H -2.4090 -2.1571 -3.2842 0.050 -0.113 -0.064 0.398
H -3.4112 -2.3464 -1.0553 -0.010 -0.127 0.076 0.386
H -4.6093 -1.3037 0.7895 0.006 0.089 -0.001 0.376
H -4.8815 0.4629 0.8010 0.043 -0.154 -0.009 0.538
H -2.5305 -2.1302 1.9099 0.104 0.113 -0.067 0.460
H -1.2489 0.8172 0.4582 -0.068 -0.181 -0.048 0.358
H -0.2250 0.5211 -1.7233 0.034 -0.063 0.031 -0.315
H 0.6920 -0.8344 -1.0107 -0.023 0.120 -0.088 0.777
H 1.9135 1.4728 -1.3657 -0.046 0.070 0.044 0.617
H 1.0616 0.7511 2.0033 0.091 -0.087 0.016 -0.931
H 2.5233 -0.1489 2.3880 -0.104 0.005 -0.020 0.765
```
Forces are in eV/Å.